Record 1
This record from OMol25 describes an isolated molecule of FNO4S at a distorted geometry. The level of theory is ωB97M-V/def2-TZVPD.

Last column: natural (NBO) charge in e.
Atoms and positions in Å:
O (1.6036, -0.9171, 0.5892)  -0.229
N (1.1022, -0.0367, 0.0528)  0.436
O (1.4859, 0.8545, -0.6429)  -0.290
S (-0.8357, 0.1784, 0.1645)  2.182
O (-1.1966, -0.2739, 1.4413)  -0.793
O (-1.1585, 1.4389, -0.4089)  -0.773
F (-1.0009, -1.2442, -1.1959)  -0.533

As for the LUMO energy (alpha / beta): -2.339 / -2.340 eV. The spin multiplicity is 1. As for the energy above the lowest of the compared OMol25 structures with the same formula, charge and spin: 205.7 kJ/mol. Its SMILES is O=[N+]([O-])S(=O)(=O)F.

Record 2
This record from OMol25 describes an isolated molecule of FNO4S at a distorted geometry. The level of theory is ωB97M-V/def2-TZVPD.

Last column: natural (NBO) charge in e.
Atoms and positions in Å:
O (-1.4302, -1.0916, -0.6688)  -0.280
N (-1.0615, -0.3230, 0.1511)  0.374
O (-1.7671, 0.3484, 0.8707)  -0.298
S (0.7675, 0.1994, -0.2025)  2.256
O (1.5581, -1.0558, -0.6331)  -0.784
O (0.7268, 1.4280, -0.8456)  -0.812
F (1.2064, 0.4947, 1.3282)  -0.456

As for the LUMO energy: -1.619 eV. The spin multiplicity is 1. As for the energy above the lowest of the compared OMol25 structures with the same formula, charge and spin: 136.4 kJ/mol. Its SMILES is O=[N+]([O-])S(=O)(=O)F.

Record 3
This record from OMol25 describes an isolated molecule of FNO4S at a distorted geometry. The level of theory is ωB97M-V/def2-TZVPD.

Last column: Löwdin spin population.
Atoms and positions in Å:
N (0.8100, -0.2105, 0.3562)  0.601
O (-0.2479, 0.0529, -1.4382)  0.621
O (1.5109, -1.0671, 0.0894)  0.595
O (-1.2730, 1.3908, 0.3921)  -0.009
O (-1.4821, -1.0900, 0.4846)  -0.001
F (1.3487, 1.0845, 0.1609)  0.137
S (-1.0169, 0.0880, -0.0613)  0.056

As for the LUMO energy (alpha / beta): -0.648 / -5.063 eV. Its expectation value of S² is 2.015. The spin multiplicity is 3. As for the energy above the lowest of the compared OMol25 structures with the same formula, charge and spin: 197.3 kJ/mol.

Record 4
This record from OMol25 describes a cluster of 2 separate species, FPS in total at a distorted geometry. The level of theory is ωB97M-V/def2-TZVPD.

Last column: natural (NBO) charge in e.
Atoms and positions in Å:
F (-2.0298, 0.9415, 1.3382)  -0.735
P (1.7512, -1.0525, -0.6423)  0.580
S (0.2786, 0.1110, -0.6959)  0.155

As for the LUMO energy (alpha / beta): -3.829 / -3.830 eV. The spin multiplicity is 1. As for the energy above the lowest of the compared OMol25 structures with the same formula, charge and spin: 474.6 kJ/mol.

Record 5
This record from OMol25 describes a structure of composition FeH12O6. The level of theory is ωB97M-V/def2-TZVPD.

Last column: Löwdin spin population.
Atoms and positions in Å:
Fe (5.4924, 7.3443, 24.0625)  3.773
O (4.5323, 7.7332, 25.8906)  0.034
H (4.2763, 8.6526, 25.9637)  0.001
H (4.3804, 7.3716, 26.7638)  0.002
O (6.8713, 7.4213, 22.5528)  0.036
H (7.8108, 7.3002, 22.6902)  0.002
H (6.8026, 7.7832, 21.6694)  0.002
O (6.8741, 6.1338, 25.0820)  0.031
H (6.4439, 5.4695, 25.6204)  0.001
H (7.7374, 6.2435, 25.4806)  0.003
O (6.6054, 9.2489, 24.7177)  0.029
H (6.2763, 9.8025, 25.4258)  0.001
H (7.3336, 9.7451, 24.3438)  0.001
O (4.0683, 8.4122, 22.9259)  0.032
H (3.8531, 8.5478, 22.0032)  0.002
H (3.2528, 8.5962, 23.3921)  0.001
O (4.5712, 5.6773, 23.2377)  0.044
H (4.2081, 5.2146, 22.4825)  0.004
H (4.3227, 5.1406, 23.9903)  0.001

As for the LUMO energy (alpha / beta): -7.158 / -7.248 eV. As for the net charge: +2. Its expectation value of S² is 6.006. The spin multiplicity is 5. As for the energy above the lowest of the compared OMol25 structures with the same formula, charge and spin: 69.7 kJ/mol.

Record 6
This record from OMol25 describes a structure of composition FeO8P2 at a distorted geometry. The level of theory is ωB97M-V/def2-TZVPD.

Last column: Löwdin spin population.
Atoms and positions in Å:
Fe (-16.7912, -23.4538, 21.8064)  4.246
P (-16.4367, -21.1253, 22.0032)  0.026
O (-15.6157, -19.8155, 22.0936)  0.021
O (-15.3315, -22.2168, 22.0409)  0.131
O (-17.0269, -21.8715, 20.7150)  0.111
O (-17.3979, -21.9632, 22.9947)  0.090
P (-17.2020, -25.7473, 21.8349)  0.026
O (-18.2774, -24.6667, 21.5274)  0.129
O (-16.2462, -25.0400, 20.7804)  0.106
O (-17.8746, -27.1085, 21.7897)  0.019
O (-16.7353, -24.9407, 23.0864)  0.097

As for the LUMO energy (alpha / beta): 9.183 / 9.187 eV. As for the net charge: -3. Its expectation value of S² is 8.757. The spin multiplicity is 6.

Record 7
This record from OMol25 describes a structure of composition H10MgO9S at a distorted geometry. The level of theory is ωB97M-V/def2-TZVPD.

Last column: natural (NBO) charge in e.
Atoms and positions in Å:
Mg (0.0337, -0.4786, -0.0690)  1.788
S (0.7753, 2.5555, 0.6750)  2.600
O (-0.2682, 2.6892, 1.6958)  -1.106
O (0.5419, 3.4483, -0.4699)  -1.084
O (2.0769, 3.0119, 1.2086)  -1.077
O (0.8544, 1.1502, 0.2501)  -1.265
O (-0.4616, 0.1256, -1.9790)  -0.996
H (-1.2499, 0.1185, -2.5305)  0.496
H (0.2088, 0.5739, -2.5121)  0.529
O (0.3188, -1.0629, 1.7633)  -0.999
H (-0.4279, -0.8866, 2.3486)  0.511
H (1.0607, -1.2275, 2.3537)  0.521
O (-0.8001, -2.2647, -0.4335)  -0.981
H (-1.2703, -2.3351, -1.2732)  0.499
H (-1.3276, -2.7813, 0.1861)  0.513
O (-1.8317, 0.2040, 0.5163)  -1.007
H (-2.6174, 0.0088, -0.0036)  0.483
H (-2.1083, 0.8934, 1.1415)  0.546
O (1.8235, -1.2124, -0.7661)  -0.991
H (2.6999, -0.9498, -0.4586)  0.525
H (1.9691, -1.5806, -1.6433)  0.496

As for the LUMO energy: -1.556 eV. The spin multiplicity is 1. As for the energy above the lowest of the compared OMol25 structures with the same formula, charge and spin: 262.3 kJ/mol.

Record 8
This record from OMol25 describes a cluster of 4 separate species, H10NO3 in total at a distorted geometry. The level of theory is ωB97M-V/def2-TZVPD.

Last column: natural (NBO) charge in e.
Atoms and positions in Å:
N (-0.4746, 0.1352, -0.2438)  -0.906
H (0.2433, 0.7587, -0.6484)  0.470
H (-0.8700, -0.4914, -0.9319)  0.438
H (-1.1256, 0.6071, 0.3836)  0.467
H (0.1210, -0.4256, 0.4079)  0.467
H (2.2823, 1.4838, -2.0303)  0.494
H (2.2009, 0.0698, -2.5014)  0.497
O (1.7671, 0.6770, -1.8887)  -0.976
H (2.0340, -1.4588, 1.6557)  0.499
H (1.5887, -2.4757, 0.6042)  0.497
O (1.5808, -1.5297, 0.8068)  -0.969
H (-3.5619, 0.3147, 1.1849)  0.497
H (-3.0339, 1.5007, 1.9226)  0.500
O (-2.7523, 0.8341, 1.2786)  -0.975

As for the LUMO energy: -3.069 eV. As for the net charge: +1. The spin multiplicity is 1. As for the energy above the lowest of the compared OMol25 structures with the same formula, charge and spin: 28.3 kJ/mol.

Record 9
This record from OMol25 describes a structure of composition H10NO8Zn at a distorted geometry. The level of theory is ωB97M-V/def2-TZVPD.

Last column: natural (NBO) charge in e.
Atoms and positions in Å:
Zn (-7.4302, 22.4321, 0.9287)  1.748
N (-10.1603, 23.4820, -0.2069)  0.718
O (-10.4061, 23.6601, -1.4141)  -0.438
O (-8.9777, 23.5267, 0.1687)  -0.732
O (-10.9517, 22.8785, 0.5386)  -0.487
O (-6.1986, 23.5752, -0.2328)  -1.006
H (-6.6216, 23.7336, -1.0580)  0.524
H (-5.3198, 23.9762, -0.3453)  0.523
O (-5.9302, 21.2192, 1.6550)  -0.996
H (-5.7250, 20.3104, 1.3445)  0.517
H (-5.6364, 21.1291, 2.5719)  0.514
O (-7.8207, 21.1686, -0.6957)  -0.981
H (-8.7125, 21.0493, -1.0040)  0.527
H (-7.4544, 20.3384, -0.8777)  0.494
O (-8.6670, 21.4127, 2.2312)  -0.998
H (-8.2359, 20.7111, 2.7592)  0.503
H (-9.3881, 21.7995, 2.7198)  0.531
O (-7.2154, 23.8248, 2.3897)  -0.971
H (-7.7390, 23.8298, 3.1999)  0.511
H (-6.4130, 24.1506, 2.7394)  0.500

As for the LUMO energy: -4.265 eV. As for the net charge: +1. The spin multiplicity is 1. As for the energy above the lowest of the compared OMol25 structures with the same formula, charge and spin: 59.2 kJ/mol.

Record 10
This record from OMol25 describes a structure of composition H10NaO5. The level of theory is ωB97M-V/def2-TZVPD.

Last column: natural (NBO) charge in e.
Atoms and positions in Å:
Na (-0.0783, -0.5638, -0.3188)  0.959
O (-1.1141, 1.6490, 0.5695)  -0.962
H (-2.0661, 1.6385, 0.6683)  0.484
H (-0.8955, 2.5732, 0.4498)  0.484
O (-0.7393, 0.5962, -2.3452)  -0.974
H (-1.6337, 0.9235, -2.2492)  0.487
H (-0.3590, 1.1367, -3.0377)  0.496
O (1.7271, -1.9047, 0.5832)  -0.978
H (1.9199, -2.8164, 0.8018)  0.497
H (2.4884, -1.4165, 0.8967)  0.490
O (-1.7417, -1.7072, 1.2655)  -0.966
H (-2.2109, -2.3954, 0.7940)  0.484
H (-1.3542, -2.1535, 2.0185)  0.492
O (1.7341, 1.2740, 0.1377)  -0.960
H (2.6035, 0.9686, -0.1213)  0.479
H (1.7197, 2.1977, -0.1128)  0.488

As for the LUMO energy: -3.235 eV. As for the net charge: +1. The spin multiplicity is 1. As for the energy above the lowest of the compared OMol25 structures with the same formula, charge and spin: 28.7 kJ/mol.

> Which value of spin multiplicity does entry 9 give?

1